1.
Formula: C22H24N2O5S
Source: the Open Molecules 2025 dataset
Level of theory: wB97M-V/def2-TZVPD

Summary:
Charge: 0
Molecular weight: 428.51 g/mol
LUMO energy: 0.21 eV
SMILES string: COc1ccc(C(=O)N/C(=C\c2ccccc2)C(=O)N[C@H](CCSC)C(=O)O)cc1

Last columns: bonded neighbours and bond lengths (Å).
Cartesian coordinates (Å):
1 C -2.2054 -6.4873 0.0055  H2 1.095, O3 1.409, H53 1.089, H54 1.094
2 H -2.7139 -6.3370 -0.9521  C1 1.095
3 O -2.3568 -5.3712 0.8514  C1 1.409, C4 1.355
4 C -1.8537 -4.1777 0.4536  O3 1.355, C5 1.393, C9 1.399
5 C -1.2041 -3.9448 -0.7562  C4 1.393, C6 1.380, H52 1.078
6 C -0.7354 -2.6798 -1.0484  C5 1.380, C7 1.392, H51 1.080
7 C -0.9086 -1.6194 -0.1637  C6 1.392, C8 1.396, C12 1.482
8 C -1.5483 -1.8608 1.0533  C7 1.396, C9 1.376, H11 1.080
9 C -2.0118 -3.1205 1.3556  C4 1.399, C8 1.376, H10 1.078
10 H -2.5003 -3.3226 2.2956  C9 1.078
11 H -1.6606 -1.0773 1.7887  C8 1.080
12 C -0.3662 -0.2998 -0.5648  C7 1.482, O13 1.217, N14 1.372
13 O 0.4854 -0.1734 -1.4242  C12 1.217
14 N -0.9026 0.7711 0.1040  C12 1.372, C15 1.399, H50 1.011
15 C -0.5896 2.1114 -0.1479  N14 1.399, C16 1.344, C29 1.497
16 C -1.5143 3.0859 -0.1731  C15 1.344, C17 1.455, H28 1.081
17 C -2.9549 2.9412 -0.0292  C16 1.455, C18 1.397, C22 1.397
18 C -3.6584 1.8392 -0.5216  C17 1.397, C19 1.383, H27 1.080
19 C -5.0278 1.7458 -0.3532  C18 1.383, C20 1.385, H26 1.080
20 C -5.7218 2.7443 0.3091  C19 1.385, C21 1.386, H25 1.080
21 C -5.0398 3.8543 0.7825  C20 1.386, C22 1.381, H24 1.080
22 C -3.6741 3.9562 0.6076  C17 1.397, C21 1.381, H23 1.080
23 H -3.1444 4.8227 0.9757  C22 1.080
24 H -5.5782 4.6446 1.2849  C21 1.080
25 H -6.7902 2.6653 0.4432  C20 1.080
26 H -5.5566 0.8897 -0.7465  C19 1.080
27 H -3.1422 1.0766 -1.0862  C18 1.080
28 H -1.1388 4.0952 -0.2702  C16 1.081
29 C 0.8496 2.5041 -0.2706  C15 1.497, O30 1.217, N31 1.348
30 O 1.1946 3.5285 -0.8290  C29 1.217
31 N 1.7187 1.6858 0.3550  C29 1.348, H32 1.009, C33 1.440
32 H 1.4161 0.8665 0.8611  N31 1.009
33 C 3.1311 1.9620 0.4056  N31 1.440, C34 1.519, H38 1.100, C39 1.538
34 C 3.7084 1.1952 1.5826  C33 1.519, O35 1.204, O36 1.337
35 O 3.0445 0.5661 2.3650  C34 1.204
36 O 5.0219 1.3955 1.7316  C34 1.337, H37 0.970
37 H 5.3421 0.8977 2.5004  O36 0.970
38 H 3.2710 3.0338 0.6111  C33 1.100
39 C 3.8369 1.6602 -0.9267  C33 1.538, C40 1.519, H48 1.092, H49 1.091
40 C 3.6379 0.2238 -1.3801  C39 1.519, H41 1.090, H42 1.090, S43 1.819
41 H 4.1158 0.0532 -2.3447  C40 1.090
42 H 2.5767 -0.0106 -1.4629  C40 1.090
43 S 4.3105 -0.9980 -0.2127  C40 1.819, C44 1.819
44 C 6.0930 -0.7532 -0.4829  S43 1.819, H45 1.085, H46 1.086, H47 1.086
45 H 6.6019 -1.5448 0.0567  C44 1.085
46 H 6.3082 -0.8309 -1.5446  C44 1.086
47 H 6.3988 0.2147 -0.0959  C44 1.086
48 H 3.4096 2.3242 -1.6805  C39 1.092
49 H 4.8971 1.8941 -0.8175  C39 1.091
50 H -1.7738 0.6233 0.5963  N14 1.011
51 H -0.2230 -2.4901 -1.9795  C6 1.080
52 H -1.0552 -4.7387 -1.4704  C5 1.078
53 H -2.6689 -7.3199 0.5320  C1 1.089
54 H -1.1499 -6.7143 -0.1731  C1 1.094

2.
Formula: C22H24N2O5S
Source: the Open Molecules 2025 dataset
Level of theory: wB97M-V/def2-TZVPD

Summary:
Charge: 0
Molecular weight: 428.51 g/mol
LUMO energy: 0.09 eV
SMILES string: COc1ccc2[nH]c(=O)c(CN(C[C@@H]3CCCO3)S(=O)(=O)c3ccccc3)cc2c1

Last columns: bonded neighbours and bond lengths (Å).
Cartesian coordinates (Å):
1 C -5.8664 -2.3624 -0.6553  H2 1.095, O3 1.408, H53 1.089, H54 1.094
2 H -4.9908 -2.9949 -0.4788  C1 1.095
3 O -5.8844 -1.2522 0.2107  C1 1.408, C4 1.360
4 C -4.8588 -0.3622 0.1418  O3 1.360, C5 1.381, C9 1.406
5 C -3.7777 -0.4557 -0.7125  C4 1.381, C6 1.401, H52 1.078
6 C -2.7760 0.5239 -0.6934  C5 1.401, C7 1.405, C16 1.429
7 C -2.8714 1.6029 0.2020  C6 1.405, C8 1.398, N12 1.369
8 C -3.9706 1.6900 1.0613  C7 1.398, C9 1.372, H11 1.080
9 C -4.9451 0.7247 1.0296  C4 1.406, C8 1.372, H10 1.078
10 H -5.8002 0.7754 1.6843  C9 1.078
11 H -4.0477 2.5197 1.7481  C8 1.080
12 N -1.8793 2.5458 0.2046  C7 1.369, C13 1.376, H51 1.014
13 C -0.7573 2.5402 -0.5921  N12 1.376, O14 1.222, C15 1.459
14 O 0.0551 3.4483 -0.5038  C13 1.222
15 C -0.6602 1.4073 -1.5063  C13 1.459, C16 1.353, C18 1.505
16 C -1.6341 0.4692 -1.5502  C6 1.429, C15 1.353, H17 1.082
17 H -1.5386 -0.3568 -2.2419  C16 1.082
18 C 0.5596 1.3151 -2.3837  C15 1.505, N19 1.449, H49 1.093, H50 1.094
19 N 1.6024 0.4901 -1.8088  C18 1.449, S20 1.654, C34 1.436
20 S 1.5927 -1.1499 -2.0200  N19 1.654, O21 1.438, O22 1.437, C23 1.794
21 O 2.8741 -1.5674 -2.5222  S20 1.438
22 O 0.4272 -1.4767 -2.7948  S20 1.437
23 C 1.4118 -1.8575 -0.3809  S20 1.794, C24 1.380, C28 1.380
24 C 0.2678 -1.6200 0.3526  C23 1.380, C25 1.384, H33 1.077
25 C 0.1403 -2.1837 1.6100  C24 1.384, C26 1.386, H32 1.080
26 C 1.1541 -2.9817 2.1172  C25 1.386, C27 1.385, H31 1.080
27 C 2.2942 -3.2223 1.3686  C26 1.385, C28 1.386, H30 1.080
28 C 2.4246 -2.6564 0.1106  C23 1.380, C27 1.386, H29 1.079
29 H 3.2950 -2.8258 -0.5039  C28 1.079
30 H 3.0809 -3.8481 1.7634  C27 1.080
31 H 1.0534 -3.4197 3.0995  C26 1.080
32 H -0.7484 -1.9987 2.1948  C25 1.080
33 H -0.5067 -0.9965 -0.0620  C24 1.077
34 C 2.8026 1.0745 -1.2790  N19 1.436, H35 1.092, C36 1.539, H48 1.096
35 H 3.5525 0.2803 -1.2906  C34 1.092
36 C 2.6337 1.6148 0.1518  C34 1.539, C37 1.544, O44 1.423, H47 1.093
37 C 3.9594 2.1947 0.6891  C36 1.544, H38 1.087, C39 1.530, H46 1.090
38 H 3.8996 3.2719 0.8229  C37 1.087
39 C 4.1703 1.4537 2.0114  C37 1.530, H40 1.087, C41 1.528, H45 1.090
40 H 5.2180 1.2627 2.2306  C39 1.087
41 C 3.3759 0.1703 1.7727  C39 1.528, H42 1.091, H43 1.100, O44 1.410
42 H 3.0249 -0.3141 2.6849  C41 1.091
43 H 3.9702 -0.5516 1.1928  C41 1.100
44 O 2.2398 0.5779 1.0439  C36 1.423, C41 1.410
45 H 3.7279 2.0116 2.8366  C39 1.090
46 H 4.7702 1.9748 -0.0062  C37 1.090
47 H 1.8313 2.3575 0.1550  C36 1.093
48 H 3.1433 1.8910 -1.9267  C34 1.096
49 H 0.9645 2.3183 -2.5387  C18 1.093
50 H 0.2788 0.8722 -3.3434  C18 1.094
51 H -1.9575 3.3263 0.8465  N12 1.014
52 H -3.6695 -1.2724 -1.4079  C5 1.078
53 H -6.7700 -2.9260 -0.4294  C1 1.089
54 H -5.8857 -2.0524 -1.7047  C1 1.094

Stability summary - winner: 1; margin: 126.4 kJ/mol.